Record 1
{
  "formula": "C20H10BrCl5N2O2S3SbV",
  "method": "wB97M-V/def2-TZVPD",
  "symbols": ["V", "C", "C", "C", "C", "C", "Br", "N", "C", "H", "H", "H", "H", "H", "H", "S", "Sb", "S", "S", "Cl", "C", "C", "C", "Cl", "C", "Cl", "C", "Cl", "C", "Cl", "O", "C", "N", "C", "O", "C", "C", "C", "C", "C", "C", "H", "H", "H", "H"],
  "coordinates": [[-1.07315, -0.76334, 1.03538], [-3.78560, 1.18537, -3.05065], [-3.36516, 1.60847, -1.67548], [-3.77791, 2.78094, -1.07422], [-3.36586, 3.05981, 0.21645], [-2.55569, 2.15497, 0.87595], [-2.04200, 2.63313, 2.62461], [-2.13573, 1.01796, 0.31883], [-2.54687, 0.77703, -0.93217], [-4.53901, 1.86163, -3.45418], [-4.20817, 0.17998, -3.01913], [-2.93063, 1.17695, -3.72972], [-4.42806, 3.47056, -1.59941], [-3.66781, 3.96176, 0.72637], [-2.20807, -0.15119, -1.36795], [-5.16145, -0.78895, 0.20336], [-3.83903, -2.12892, 1.47228], [-2.40256, -0.72951, 2.87200], [-1.80878, -2.43501, -0.02247], [-0.33843, -3.68942, 2.87550], [0.71334, -2.33839, 3.11699], [0.46417, -1.13306, 2.46210], [1.34330, -0.10016, 2.75338], [1.04929, 1.45295, 2.01914], [2.43055, -0.22214, 3.61282], [3.47682, 1.11376, 3.92090], [2.66055, -1.44662, 4.22848], [3.99939, -1.63605, 5.29808], [1.79277, -2.50818, 3.98068], [2.08098, -4.01972, 4.76591], [0.23311, 1.69580, -1.20904], [0.82482, 0.63646, -1.13857], [0.49786, -0.44389, -0.34311], [1.42646, -1.45957, -0.53609], [1.43777, -2.53648, 0.01695], [2.46631, -0.96256, -1.49994], [3.60986, -1.56090, -1.99190], [4.37692, -0.82062, -2.88571], [4.00287, 0.46845, -3.26175], [2.84968, 1.05926, -2.75535], [2.09695, 0.31215, -1.87077], [3.88879, -2.56191, -1.68969], [5.28262, -1.24977, -3.29691], [4.62514, 1.01814, -3.95754], [2.54964, 2.06083, -3.03441]],
  "total_charge": -1,
  "s_squared": 0.798,
  "multiplicity": 2
}

---

Record 2
{
  "formula": "C20H10ClF8N2O4PtSe",
  "method": "wB97M-V/def2-TZVPD",
  "symbols": ["Pt", "Cl", "C", "H", "H", "F", "C", "C", "F", "C", "F", "C", "Se", "C", "F", "C", "F", "F", "C", "F", "F", "C", "C", "C", "N", "C", "C", "H", "H", "H", "H", "O", "C", "O", "C", "C", "C", "C", "C", "C", "N", "O", "O", "H", "H", "H", "H"],
  "coordinates": [[-1.19973, 0.78256, -0.72059], [-1.68795, 0.10306, -3.76681], [-1.15992, 1.38355, -2.61337], [-1.83504, 2.22023, -2.80465], [-0.14593, 1.64639, -2.91997], [6.09866, -0.92216, -3.70635], [4.97724, -1.04726, -2.97584], [4.18256, 0.04975, -2.70736], [4.53618, 1.25741, -3.18293], [3.03241, -0.09751, -1.95492], [2.32037, 1.02912, -1.74570], [2.60134, -1.31413, -1.42672], [1.02249, -1.51714, -0.40438], [3.43583, -2.39417, -1.72750], [3.13769, -3.62260, -1.28242], [4.59155, -2.27752, -2.47691], [5.35311, -3.35602, -2.72863], [1.98483, 6.35662, 1.64050], [2.67043, 5.22636, 1.38279], [3.64367, 5.55601, 0.51526], [3.26512, 4.85284, 2.52422], [1.77413, 4.15600, 0.82559], [1.80427, 2.86503, 1.31661], [0.96220, 1.92352, 0.75344], [0.11802, 2.23131, -0.23949], [0.10909, 3.47541, -0.72890], [0.92118, 4.46803, -0.22097], [2.46841, 2.57534, 2.11687], [0.96007, 0.88119, 1.05414], [-0.56787, 3.66440, -1.54850], [0.87594, 5.46394, -0.63813], [-2.64828, -0.70309, -0.72256], [-2.55293, -0.91106, 0.52907], [-1.79299, -0.21305, 1.23947], [-3.36317, -2.01013, 1.12890], [-4.45096, -2.52858, 0.43799], [-5.21775, -3.54155, 0.99559], [-4.89802, -4.04767, 2.24487], [-3.80353, -3.51738, 2.90662], [-3.02306, -2.50727, 2.37980], [-3.46637, -4.05335, 4.24077], [-4.20237, -4.90219, 4.71034], [-2.44483, -3.66578, 4.76568], [-4.67485, -2.13245, -0.54339], [-6.06502, -3.94206, 0.45531], [-5.47245, -4.83491, 2.70853], [-2.17374, -2.10904, 2.91461]],
  "total_charge": -1
}

---

Record 3
{
  "formula": "C20H10O3S2",
  "method": "wB97M-V/def2-TZVPD",
  "symbols": ["O", "O", "O", "C", "C", "C", "C", "C", "C", "C", "C", "C", "C", "C", "C", "C", "C", "C", "C", "C", "C", "C", "C", "S", "S", "H", "H", "H", "H", "H", "H", "H", "H", "H", "H"],
  "coordinates": [[5.05438, 2.23618, -1.08849], [1.10712, -1.67230, -3.77728], [-1.62996, 0.69451, 0.47522], [2.94973, 1.81063, 0.44569], [3.42453, 0.19420, -1.37746], [-1.62653, 3.23503, 3.09167], [-0.30736, 3.64710, 3.15510], [-2.87119, -3.36096, -0.94680], [-2.36623, -4.27073, -1.77645], [-2.23978, 2.27442, 2.27237], [0.55974, 2.92787, 2.39159], [-2.15155, -2.18929, -0.58445], [-1.08994, -4.12508, -2.33016], [-1.34024, 1.71186, 1.40737], [-0.46633, 0.34330, -0.04349], [0.03123, 1.98748, 1.47585], [-0.84519, -1.98682, -1.10211], [-0.07475, -0.77431, -0.86049], [-0.33452, -2.91088, -2.07538], [0.59997, 1.18284, 0.48441], [1.15211, -0.86468, -1.36679], [1.89337, 1.00737, 0.04375], [2.12606, 0.08445, -0.94580], [4.49468, 1.16949, -0.28322], [1.24419, -2.32496, -2.46199], [2.78575, 2.73363, 0.95828], [3.81181, -0.38893, -2.26100], [-2.26703, 3.65058, 3.85155], [0.16483, 4.28310, 3.96925], [-3.79285, -3.71662, -0.49774], [-2.93004, -5.11481, -2.11729], [-3.27943, 1.89513, 2.23245], [1.61684, 3.08683, 2.51027], [-2.63880, -1.45306, 0.07602], [-0.76459, -5.00258, -2.94444]]
}

---

Record 4
{
  "formula": "C20H11Cl2F5NO4S3Sc",
  "method": "wB97M-V/def2-TZVPD",
  "symbols": ["Sc", "S", "C", "S", "S", "C", "C", "N", "O", "H", "H", "H", "H", "H", "F", "C", "C", "C", "F", "C", "F", "C", "F", "C", "F", "Cl", "C", "Cl", "C", "O", "O", "H", "C", "C", "C", "C", "C", "C", "C", "C", "H", "H", "H", "H", "H", "O", "C"],
  "coordinates": [[0.38176, 0.37266, 0.73653], [1.63629, 4.28161, 3.02992], [1.23607, 2.89022, 2.22794], [1.05285, 2.82415, 0.48754], [0.99854, 1.35885, 3.02005], [-1.86101, 1.81756, -2.10650], [-0.44811, 1.35954, -2.01019], [0.49627, 2.00087, -2.69854], [-0.12536, 0.39274, -1.29685], [-2.04497, 2.40483, -3.00530], [-2.06366, 2.41826, -1.21632], [-2.51738, 0.95168, -2.09078], [0.29564, 2.88762, -3.12329], [1.45525, 1.76420, -2.48141], [2.96847, 0.49143, -1.35489], [3.18271, -0.58445, -0.54816], [2.27762, -0.90785, 0.43915], [2.61020, -2.02363, 1.17565], [1.79992, -2.44038, 2.17680], [3.75380, -2.77434, 0.96961], [4.03863, -3.85626, 1.72085], [4.62831, -2.39958, -0.03261], [5.75095, -3.10918, -0.25168], [4.34449, -1.29052, -0.80502], [5.19951, -0.92822, -1.78034], [-4.07584, 1.10111, 3.01295], [-2.70452, -0.00504, 3.17741], [-3.25737, -1.63814, 3.58947], [-1.79228, 0.00020, 1.94671], [-1.78618, 0.99448, 1.19913], [-0.96836, -0.94685, 1.82497], [-2.09473, 0.35261, 4.00414], [-1.25435, -2.25781, -3.06162], [-2.54720, -2.49216, -3.03414], [-3.66169, -1.71265, -3.39583], [-4.07808, -1.57466, -4.74670], [-5.22263, -0.87714, -5.08054], [-6.01780, -0.26701, -4.11163], [-5.61968, -0.38607, -2.77991], [-4.48682, -1.08902, -2.42188], [-3.47927, -2.03921, -5.52120], [-5.49811, -0.79723, -6.12827], [-6.91312, 0.27800, -4.38248], [-6.21127, 0.07819, -1.99707], [-4.22096, -1.19099, -1.37596], [1.20793, -2.30252, -2.91249], [0.01109, -2.34326, -2.92444]],
  "total_charge": -2
}

---

Record 5
{
  "formula": "C20H12AsF6N2O4SZn",
  "method": "wB97M-V/def2-TZVPD",
  "symbols": ["Zn", "O", "C", "O", "C", "C", "C", "C", "C", "N", "C", "O", "O", "H", "H", "H", "H", "S", "C", "C", "C", "C", "C", "C", "N", "C", "C", "C", "C", "C", "C", "C", "H", "H", "H", "H", "H", "H", "H", "H", "F", "As", "F", "F", "F", "F", "F"],
  "coordinates": [[0.28256, 0.50881, 0.57941], [-2.78495, -2.63823, -0.25783], [-1.77322, -1.82332, 0.01797], [-1.31613, -1.02260, -0.76350], [-1.22422, -1.99819, 1.39703], [-1.67545, -2.90460, 2.33141], [-1.06598, -2.90146, 3.58445], [-0.05054, -2.00439, 3.85792], [0.33039, -1.11507, 2.86252], [-0.24387, -1.14303, 1.66925], [1.40588, -0.03947, 3.05758], [2.06110, -0.07566, 4.07787], [1.51682, 0.78731, 2.07455], [-3.11939, -2.40687, -1.13758], [-2.48638, -3.57601, 2.09275], [-1.40010, -3.59355, 4.34584], [0.44452, -1.95124, 4.81663], [2.11148, 0.39161, -3.58424], [2.87121, -0.76289, -2.53812], [3.84742, -1.70693, -2.84170], [4.31410, -2.50149, -1.81482], [3.82767, -2.35336, -0.51026], [2.85991, -1.41861, -0.21011], [2.36994, -0.62137, -1.24389], [1.39292, 0.36348, -1.12638], [1.17047, 0.96849, -2.25899], [0.21956, 2.06751, -2.40014], [-0.13208, 2.64028, -3.62840], [-1.03493, 3.68878, -3.66499], [-1.60958, 4.17960, -2.49586], [-1.28639, 3.62514, -1.25707], [-0.37833, 2.61107, -1.28975], [4.23037, -1.81054, -3.84773], [5.07491, -3.24246, -2.01943], [4.22629, -2.97581, 0.27921], [2.50821, -1.27796, 0.80257], [0.29658, 2.26135, -4.54933], [-1.30319, 4.12534, -4.61724], [-2.32397, 4.99127, -2.54303], [-1.74403, 3.96584, -0.33768], [-1.47962, 1.45862, 0.84176], [-2.97471, 1.54189, 1.91818], [-3.38331, -0.04195, 1.32319], [-2.01173, 0.78929, 3.13940], [-4.36650, 1.60895, 2.90301], [-2.42437, 3.09338, 2.40655], [-3.76936, 2.23905, 0.55903]],
  "s_squared": 0.760,
  "multiplicity": 2
}

---

Record 6
{
  "formula": "C20H13Br2CuFN2STe",
  "method": "wB97M-V/def2-TZVPD",
  "symbols": ["Cu", "Br", "C", "C", "C", "N", "C", "C", "C", "C", "C", "Br", "C", "C", "N", "H", "H", "H", "H", "H", "H", "Te", "C", "C", "C", "C", "S", "H", "H", "H", "F", "C", "C", "C", "C", "C", "C", "H", "H", "H", "H"],
  "coordinates": [[0.64427, -0.08497, -0.70707], [-0.69714, 5.59472, -3.93865], [-0.18308, 4.01043, -3.05001], [0.06220, 2.85534, -3.77055], [0.43307, 1.72134, -3.06983], [0.56248, 1.68906, -1.74082], [0.30860, 2.81558, -1.05565], [-0.06874, 4.00176, -1.67285], [0.43475, 2.71580, 0.43192], [0.49161, 3.83530, 1.25877], [0.58466, 3.61086, 2.61936], [0.67095, 5.08377, 3.79927], [0.62680, 2.32030, 3.12067], [0.59124, 1.27681, 2.21099], [0.49684, 1.47357, 0.90146], [-0.03761, 2.81951, -4.84525], [0.62505, 0.78897, -3.58379], [-0.29866, 4.88601, -1.09915], [0.47943, 4.84447, 0.87686], [0.69341, 2.12952, 4.18198], [0.64607, 0.23977, 2.52251], [-2.03667, -0.25725, -1.45311], [-3.02618, -1.98137, -0.76833], [-3.92830, -2.11793, 0.25304], [-4.39527, -3.45006, 0.42869], [-3.85251, -4.31997, -0.46977], [-2.75405, -3.50853, -1.50479], [-4.24296, -1.28033, 0.85958], [-5.11054, -3.74649, 1.18466], [-4.03601, -5.37948, -0.55315], [3.50378, -4.89954, 1.88030], [2.89087, -3.83241, 1.27720], [1.61691, -3.98493, 0.77422], [1.01447, -2.88808, 0.16264], [1.63049, -1.63171, 0.02461], [2.92393, -1.56331, 0.57043], [3.56552, -2.63564, 1.19170], [1.11384, -4.94048, 0.86196], [0.00863, -3.02622, -0.22193], [3.48030, -0.63034, 0.51528], [4.56755, -2.55380, 1.59657]],
  "total_charge": -1
}

---

Record 7
{
  "formula": "C20H13BrEuI2N4O4",
  "method": "wB97M-V/def2-TZVPD",
  "symbols": ["Eu", "O", "C", "C", "C", "N", "C", "Br", "C", "H", "H", "H", "H", "O", "N", "N", "O", "C", "C", "C", "C", "C", "C", "H", "H", "H", "H", "H", "I", "C", "C", "C", "I", "C", "C", "C", "C", "N", "C", "C", "O", "H", "H", "H", "H"],
  "coordinates": [[-2.37075, -16.22144, -8.27644], [-2.32326, -10.19611, -10.93071], [-1.92159, -11.44883, -10.45902], [-0.75145, -11.75100, -9.78653], [-0.58024, -13.02311, -9.29838], [-1.67060, -13.87709, -9.21841], [-2.73712, -13.54601, -9.94167], [-4.34600, -14.76414, -9.90792], [-2.88500, -12.43752, -10.69809], [-1.61232, -9.61484, -11.18591], [0.04602, -11.02623, -9.66532], [0.35785, -13.40439, -8.93413], [-3.73455, -12.24965, -11.34029], [-2.15633, -14.87192, -5.99944], [-2.88765, -15.33606, -5.06822], [-3.82928, -16.24038, -5.34855], [-4.09359, -16.51639, -6.58666], [-4.28303, -17.00686, -4.22216], [-4.40568, -16.31772, -2.99926], [-5.02700, -16.95092, -1.88763], [-5.17902, -18.32328, -1.91016], [-4.93164, -19.01335, -3.13655], [-4.71355, -18.32399, -4.30354], [-4.16591, -15.23095, -3.05606], [-5.26046, -16.35524, -0.99860], [-5.46678, -18.88608, -1.04121], [-4.94951, -20.09608, -3.25728], [-4.73426, -18.88032, -5.22710], [1.30742, -18.73488, -5.87550], [0.75914, -19.14318, -7.84941], [1.24420, -20.12097, -8.67724], [0.98363, -20.11038, -10.07989], [2.29742, -21.24052, -11.29391], [-0.03823, -19.30159, -10.59530], [-0.64911, -19.38839, -11.90161], [-1.87832, -18.83161, -12.08843], [-2.49477, -18.14828, -11.06090], [-1.95094, -17.91167, -9.85485], [-0.70977, -18.45804, -9.62882], [-0.12770, -18.17957, -8.40180], [-0.34178, -17.00753, -7.75646], [1.82495, -20.92864, -8.27650], [-0.18626, -20.01885, -12.63515], [-2.30055, -18.71964, -13.10446], [-3.44921, -17.56038, -11.20267]],
  "total_charge": 1,
  "s_squared": 12.052,
  "multiplicity": 7
}

---

Record 8
{
  "formula": "C20H13CdN5S",
  "method": "wB97M-V/def2-TZVPD",
  "symbols": ["Cd", "C", "C", "C", "C", "C", "C", "C", "C", "C", "C", "C", "C", "C", "C", "C", "N", "H", "H", "H", "H", "H", "H", "H", "H", "H", "H", "S", "C", "C", "N", "C", "H", "H", "H", "N", "C", "N", "C", "N"],
  "coordinates": [[-0.04636, 0.70400, -0.05467], [4.25871, -0.41071, -0.59982], [4.63564, -0.65243, 0.71052], [3.69919, -0.55102, 1.72347], [2.37518, -0.20530, 1.43856], [1.97960, 0.03932, 0.11412], [2.94365, -0.07106, -0.88562], [1.37916, -0.10826, 2.55121], [1.78226, -0.22390, 3.91560], [0.85748, -0.14684, 4.90448], [-0.50755, 0.05037, 4.58759], [-1.52649, 0.13619, 5.56252], [-2.82465, 0.33631, 5.18932], [-3.15072, 0.46254, 3.82156], [-2.18221, 0.38464, 2.86170], [-0.83418, 0.17159, 3.22714], [0.11490, 0.08906, 2.24873], [4.98769, -0.48470, -1.39703], [5.65708, -0.91874, 0.94778], [4.02586, -0.75386, 2.73278], [2.67146, 0.11299, -1.91831], [2.82157, -0.35764, 4.16344], [1.15452, -0.22843, 5.94330], [-1.25801, 0.04363, 6.60767], [-3.60266, 0.40418, 5.93700], [-4.18063, 0.63039, 3.53456], [-2.43539, 0.49872, 1.81536], [-4.13434, -1.39282, -0.62351], [-4.33933, 0.29746, -0.74234], [-3.13335, 0.90597, -0.84245], [-2.06021, 0.04238, -0.84017], [-2.46242, -1.20046, -0.71857], [-5.31131, 0.75909, -0.73173], [-2.93867, 1.96527, -0.91125], [-1.78104, -2.03761, -0.69719], [1.96087, 6.24839, -0.05713], [0.93897, 5.71898, 0.05078], [-0.27424, 5.19881, 0.18233], [-0.43220, 3.93837, 0.12951], [-0.72814, 2.80273, 0.10114]]
}

---

Number 1: E_tot -225369.4440 eV. Number 2: E_tot -134927.6098 eV. Number 3: E_tot -48709.6737 eV. Number 4: E_tot -122440.3566 eV. Number 5: E_tot -168506.9889 eV. Number 6: E_tot -229502.9996 eV. Number 7: E_tot -140661.3812 eV. Number 8: E_tot -43800.6558 eV.